1.
61
Properties=species:S:1:pos:R:3 method="wB97M-V/def2-TZVPD" e_lumo_ev=-5.4 spin_multiplicity=1 charge=+1 relative_energy_kj_mol=82.8 orbital_gap_ev=6.80
C 4.5857 2.1064 -1.0686
C 3.6571 3.3379 -1.0336
C 2.1513 2.9785 -0.8389
C 1.8165 2.3866 0.5275
C 0.3223 2.0704 0.6886
C -0.2396 1.0148 -0.2945
C 0.0729 -0.4442 -0.0053
C -0.5172 -1.0296 1.1374
C 0.7170 -1.3557 -0.9734
C 1.8784 -0.8061 -1.8349
C 3.2243 -0.8038 -1.1247
C 4.3879 -0.3225 -1.9713
C 4.3711 1.1998 -2.3108
H 5.6359 2.4516 -1.0693
H 4.4410 1.5323 -0.1361
H 4.0136 3.9675 -0.1940
H 3.7445 3.9289 -1.9666
H 1.6296 3.9346 -0.9857
H 1.8364 2.3341 -1.6740
H 2.4039 1.4869 0.7238
H 2.1322 3.1244 1.2707
H 0.1588 1.7542 1.7113
H -0.2437 3.0002 0.5522
H -1.3370 1.1239 -0.2400
H 0.0170 1.2802 -1.3267
H -0.1383 -2.0122 1.4353
H -0.7295 -0.3495 1.9926
H 1.0552 -2.2606 -0.4625
H -0.0404 -1.6670 -1.6935
H 1.9866 -1.3889 -2.7606
H 1.6411 0.2088 -2.1625
H 3.1403 -0.2279 -0.2000
H 3.5090 -1.8082 -0.8061
H 5.3410 -0.5625 -1.4667
H 4.3962 -0.8072 -2.9626
H 3.4247 1.4547 -2.8336
H 5.1860 1.4192 -3.0342
F -4.2726 -3.3395 5.8905
C -3.8935 -2.9699 4.6162
C -3.3873 -3.9927 3.7887
C -2.8622 -3.5634 2.5342
C -2.7654 -2.2060 2.1418
C -2.1424 -1.7645 0.8838
C -2.9035 -0.9365 -0.0806
C -2.6509 -1.1080 -1.4864
C -2.9622 -0.1414 -2.4306
C -3.6773 1.0012 -2.0333
C -4.1473 1.0788 -0.7387
C -3.9061 0.0760 0.1933
C -3.3026 -1.2681 3.0503
C -3.9137 -1.6546 4.2624
H -3.3241 -4.9894 4.1466
H -2.5066 -4.3644 1.8904
H -1.6728 -2.6279 0.3578
H -2.1575 -2.0002 -1.8699
H -2.6349 -0.1970 -3.4490
H -3.9029 1.8028 -2.7499
H -4.7160 1.9608 -0.4180
H -4.4508 0.0522 1.1352
H -3.1917 -0.2121 2.7984
H -4.2871 -0.8865 4.9579

2.
85
Properties=species:S:1:pos:R:3 method="wB97M-V/def2-TZVPD" e_lumo_ev=0.3 spin_multiplicity=1 orbital_gap_ev=8.75
C -4.4607 2.1885 2.2926
C -3.1121 2.8342 2.5913
O -2.2796 2.8576 1.4344
C -1.7389 4.0692 1.1230
O -2.4405 5.0528 0.9608
C -0.2460 4.1350 0.9455
C 0.5659 3.2813 1.9302
C 0.2979 1.7646 1.8662
C 1.5326 0.8482 1.7124
C 2.3553 1.1854 0.4677
C 1.7585 1.0292 -0.9216
C 2.8160 1.4399 -1.9467
O 0.6144 1.8561 -1.1136
C 2.4590 1.1296 2.8966
O 1.9426 0.5708 4.1269
S 2.8402 -0.7694 4.5100
O 2.5993 -0.9881 5.9023
O 1.9433 -1.9106 3.7412
C 1.8858 -1.7564 2.3007
P 3.6011 -1.8687 1.5525
C 4.3250 -3.4159 2.2437
C 3.3667 -2.2540 -0.2506
C 4.4284 -3.2352 -0.7649
C 0.9747 -0.5888 1.8838
C 0.1008 -1.0496 0.7074
C -1.0491 -1.9819 1.1267
C -2.3978 -1.3082 1.1676
F -2.2404 -0.0891 1.7610
F -3.2822 -1.9889 1.9254
C -3.0667 -0.9846 -0.1962
F -4.3013 -0.5075 0.0780
F -2.3875 0.0122 -0.8023
C -3.2525 -2.1932 -1.1728
F -4.5094 -2.1972 -1.6633
F -3.0907 -3.3561 -0.4972
C -2.2399 -2.2016 -2.3531
F -2.1866 -3.4632 -2.8232
F -1.0124 -1.9033 -1.8822
C -2.6489 -1.2802 -3.5518
F -3.3911 -0.2343 -3.1476
F -3.4170 -2.0236 -4.3857
C -1.4319 -0.8147 -4.3743
F -0.6849 0.0632 -3.6662
F -0.6619 -1.8987 -4.6259
C -1.7546 -0.1671 -5.7543
F -0.5593 0.2739 -6.2218
F -2.2182 -1.0834 -6.6257
C -2.7139 1.0620 -5.7328
F -2.4543 1.8125 -6.8218
F -2.5220 1.8157 -4.6423
F -3.9901 0.6526 -5.7898
H -4.5412 1.9441 1.2409
H -4.5772 1.2626 2.8409
H -5.2672 2.8557 2.5712
H -3.2447 3.8208 3.0139
H -2.6173 2.2298 3.3476
H 0.0048 5.1679 1.1543
H 0.0422 3.9520 -0.0831
H 0.2569 3.6226 2.9162
H 1.6109 3.5569 1.8467
H -0.4141 1.5848 1.0787
H -0.1975 1.4748 2.7855
H 3.3132 0.6780 0.4455
H 2.6189 2.2403 0.5490
H 1.5210 -0.0017 -1.1662
H 3.0729 2.4884 -1.8364
H 2.4114 1.3169 -2.9465
H 3.7096 0.8278 -1.8743
H 0.0400 1.4154 -1.7386
H 3.4412 0.7017 2.7123
H 2.6153 2.1913 3.0471
H 1.3632 -2.6599 1.9946
H 3.9138 -4.3086 1.7827
H 5.3723 -3.3919 1.9789
H 4.2018 -3.4614 3.3163
H 3.4491 -1.3507 -0.8386
H 2.4030 -2.7283 -0.4238
H 5.4267 -2.9714 -0.4371
H 4.4297 -3.1902 -1.8488
H 4.1821 -4.2529 -0.4969
H 0.2811 -0.5141 2.7140
H 0.6909 -1.5692 -0.0364
H -0.2766 -0.1580 0.2251
H -1.0351 -2.8658 0.5043
H -0.8666 -2.3284 2.1410

3.
76
Properties=species:S:1:pos:R:3 method="wB97M-V/def2-TZVPD" e_lumo_ev="-0.9 / -0.9" spin_multiplicity=4 relative_energy_kj_mol=18.3 s_squared=3.7663 orbital_gap_ev="6.06 / 7.13"
V 0.2670 -0.0955 0.0557
C 0.6606 1.0994 1.9863
C -0.7335 1.1144 1.6951
C -1.2138 -0.2214 1.7710
C -0.1223 -1.0674 2.1083
C 1.0298 -0.2461 2.2535
C 2.3765 -0.6852 2.7438
C -0.2102 -2.5441 2.3593
C -2.6352 -0.6564 1.5659
C -1.5708 2.3176 1.3681
C 1.5937 2.2727 2.0504
H 3.1839 -0.1216 2.2772
H 2.5549 -1.7457 2.5551
H 2.4531 -0.5344 3.8242
H -0.9522 -3.0147 1.7104
H -0.5030 -2.7604 3.3906
H 0.7452 -3.0435 2.1854
H -3.1718 -0.7217 2.5166
H -2.7016 -1.6340 1.0857
H -3.1802 0.0505 0.9377
H -2.1595 2.1715 0.4599
H -0.9523 3.1981 1.2041
H -2.2694 2.5448 2.1774
H 2.5288 2.0697 1.5237
H 1.8491 2.5228 3.0841
H 1.1539 3.1580 1.5937
F -0.3646 2.8283 -6.6792
C -0.1783 2.4562 -5.4052
C -0.2050 3.3912 -4.3823
F -0.4275 4.6756 -4.6776
C -0.0150 3.0054 -3.0737
F -0.0672 3.9405 -2.1150
C 0.2148 1.6652 -2.6804
O 0.3566 1.3662 -1.4318
C 0.2458 0.7608 -3.7612
F 0.4663 -0.5551 -3.5233
C 0.0499 1.1378 -5.0783
F 0.0784 0.2051 -6.0412
C -7.1782 -1.5603 -3.9212
C -6.3077 -1.2926 -2.7020
S -5.4504 -2.7358 -2.0972
O -6.4236 -3.7713 -1.8825
O -4.5939 -2.3109 -1.0164
C -4.4092 -3.2707 -3.4435
C -3.2770 -2.3187 -3.8215
N -2.1907 -2.2611 -2.8468
C -1.9025 -1.2069 -2.0539
N -0.8839 -1.4843 -1.2491
C -0.5072 -2.7616 -1.5036
C -1.2902 -3.2523 -2.5019
N -1.1751 -4.5207 -3.1302
O -0.3226 -5.2691 -2.7001
O -1.8978 -4.7626 -4.0856
C -2.6181 0.0943 -2.0718
H -7.8137 -0.6966 -4.1122
H -7.8186 -2.4254 -3.7521
H -6.5831 -1.7335 -4.8186
H -6.9076 -1.0073 -1.8350
H -5.5690 -0.5064 -2.8636
H -5.0596 -3.4473 -4.3009
H -4.0315 -4.2429 -3.1301
H -3.6415 -1.3003 -3.9411
H -2.8661 -2.6364 -4.7754
H 0.2994 -3.2519 -0.9877
H -3.6179 -0.0249 -1.6546
H -2.6809 0.5104 -3.0789
H -2.0562 0.7927 -1.4541
C 3.2416 -0.0700 -2.1804
S 2.7209 -0.6155 -0.5495
C 3.0522 -2.3809 -0.6715
H 2.7534 -0.6490 -2.9603
H 4.3242 -0.1510 -2.2665
H 2.9479 0.9744 -2.2674
H 4.1222 -2.5666 -0.7522
H 2.5411 -2.8125 -1.5322
H 2.6805 -2.8438 0.2421